Record 1
DFT (wB97M-V/def2-TZVPD) results for an isolated ion of composition C7H10 and charge -1.

Structure (XYZ):
```
17
Properties=species:S:1:pos:R:3:forces:R:3
C -0.9596 0.5280 -1.7195 -0.78 0.60 0.13
C -0.3848 0.9048 -0.3670 0.87 -0.56 -0.90
C -0.0496 2.2234 -0.1110 -0.84 -1.00 0.46
C -0.0927 0.0052 1.9180 0.17 -0.71 0.06
C -0.1295 -0.1845 0.5277 0.38 1.49 -0.42
C 0.3649 -1.5019 0.0392 -0.90 -0.39 1.25
C 1.5963 -1.9858 0.2132 0.03 -0.21 -0.06
H -2.0139 0.8490 -1.6851 -0.05 -0.22 -0.12
H -0.5659 1.0802 -2.5811 0.40 -0.15 0.10
H -0.9734 -0.5442 -1.9144 0.23 0.00 -0.04
H 0.2265 2.3880 0.9237 0.27 0.69 -0.19
H -0.3292 2.9970 -0.8134 0.03 0.25 0.17
H 0.1496 -0.8577 2.5262 0.12 0.02 0.17
H -0.6279 0.7987 2.4252 -0.01 0.18 -0.24
H -0.4199 -2.2603 -0.0790 0.07 -0.11 -0.02
H 1.6987 -3.0357 0.4742 0.22 -0.25 -0.86
H 2.5103 -1.4041 0.2231 -0.22 0.37 0.53
```
Positions in Å, forces in eV/Å.

## Properties
energy relative to the best compared isomer or geometry (same formula, charge and spin)	1.2944	eV
LUMO (spin up / spin down)	4.3 / 4.3	eV
HOMO-LUMO gap (spin up / spin down)	4.175 / 7.033	eV
total charge	-1
HOMO energy (spin up / spin down)	0.133 / -2.782	eV
spin multiplicity	2
max |F|	1.6	eV Å⁻¹

---

Record 2
DFT (wB97M-V/def2-TZVPD) results for C15H27BeClN2O10PS as an isolated structure.

Structure (XYZ):
```
58
Properties=species:S:1:pos:R:3:forces:R:3
Be -12.9723 -3.2347 -3.7960 0.83 -0.05 0.21
Cl -8.8511 -3.2868 -2.6699 -1.68 -0.90 -3.06
O -8.4411 -2.9612 -1.3372 0.61 0.21 0.24
O -10.3197 -3.2423 -2.7276 -0.32 0.15 0.64
O -8.3780 -2.3404 -3.6689 0.60 -0.18 1.26
O -8.4491 -4.6259 -3.0689 0.44 0.81 0.89
C -5.2054 -10.0377 -2.4329 -0.69 -0.92 -1.30
C -5.2115 -8.5974 -1.9801 -2.36 1.08 -1.06
C -6.2841 -7.8717 -2.8873 -0.11 -0.40 -1.70
S -7.7210 -9.0856 -3.2126 2.49 -1.31 -0.95
O -8.0602 -9.3165 -4.6405 0.56 1.14 2.62
O -8.7127 -8.9639 -2.1829 -0.94 0.83 -0.11
C -6.6853 -10.4763 -2.6218 -0.27 -0.01 0.65
H -4.6213 -10.6851 -1.7787 -0.39 -0.04 0.24
H -4.7405 -10.1640 -3.4106 0.25 0.37 -0.11
H -4.2790 -8.0860 -2.2193 0.12 -0.08 0.81
H -5.6380 -8.5163 -0.9803 0.90 0.10 0.42
H -5.8369 -7.7420 -3.8728 0.06 -0.46 -0.38
H -6.6263 -6.8483 -2.7335 -0.36 -0.24 1.05
H -6.9657 -11.3139 -3.2604 0.70 -0.03 -0.16
H -7.1281 -10.6879 -1.6485 -0.02 0.02 0.07
C -5.0934 -5.5225 3.6185 0.57 0.06 0.99
O -5.3941 -6.5540 2.7116 -1.54 -1.40 -1.37
P -6.8771 -7.1964 2.8039 -1.35 -0.61 1.28
O -7.2521 -7.7786 4.1652 0.75 1.83 -3.70
O -7.8523 -5.9778 2.2336 1.37 -1.64 2.05
C -7.5154 -5.3772 0.9990 -0.69 0.13 -0.43
O -6.9324 -8.2200 1.5276 1.19 1.48 1.54
C -8.2021 -8.7622 1.2425 -1.58 -0.56 -0.17
H -5.9835 -5.0992 4.0840 0.03 0.06 -0.02
H -4.5186 -4.7476 3.1113 -0.12 -0.03 -0.11
H -4.4670 -5.9940 4.3758 -0.02 0.42 0.27
H -6.4774 -5.4919 0.6866 0.14 -0.03 0.28
H -7.7800 -4.3275 1.1264 0.11 0.00 -0.39
H -8.1525 -5.8532 0.2536 0.05 0.30 -0.33
H -9.0445 -8.0714 1.2788 0.37 0.83 -0.20
H -8.5440 -9.4755 1.9925 0.65 -0.56 -0.12
H -8.1778 -9.1486 0.2236 0.08 -0.25 0.27
N -5.3102 -3.3927 -1.9193 0.84 -0.70 0.13
C -4.7300 -4.5285 -2.3774 -0.97 0.09 -1.50
C -3.5586 -4.7863 -1.6811 1.22 0.31 0.94
C -3.4261 -3.7660 -0.7597 0.68 -0.38 0.44
C -4.5109 -2.9190 -0.9145 -1.28 1.18 -0.06
H -6.1584 -2.9891 -2.2904 -0.14 0.07 0.14
H -5.1059 -5.0150 -3.2654 -0.19 -0.09 0.17
H -2.7818 -5.5238 -1.8195 -0.49 -0.28 -0.28
H -2.6363 -3.6411 -0.0337 -0.06 0.03 -0.11
H -4.7728 -2.0002 -0.4107 0.03 -0.10 0.09
N -5.5270 1.9294 0.2730 0.56 -1.12 -1.07
C -6.5248 1.1458 0.7927 1.05 1.42 1.51
C -6.9782 0.2984 -0.1675 -1.56 -1.14 0.80
C -6.2322 0.4980 -1.2803 1.06 -0.24 -1.99
C -5.2544 1.4709 -1.0228 -0.94 0.80 1.14
H -4.9232 2.5166 0.8305 -0.12 0.03 -0.20
H -6.7254 1.2457 1.8492 -0.40 -0.06 -0.14
H -7.7943 -0.3996 -0.0530 0.06 0.03 -0.04
H -6.4197 -0.0308 -2.2032 0.28 0.22 -0.17
H -4.5388 1.9718 -1.6579 0.00 -0.19 0.07
```
Positions in Å, forces in eV/Å.

## Properties
LUMO	-9.3	eV
HOMO-LUMO gap	1.690	eV
total charge	+1
HOMO energy	-11.004	eV
max |F|	4.2	eV Å⁻¹

---

Record 3
DFT (wB97M-V/def2-TZVPD) results for C6H8N2O2 as an isolated structure.

Structure (XYZ):
```
18
Properties=species:S:1:pos:R:3:forces:R:3
O -1.4647 0.5320 -1.9747 0.96 -0.84 0.81
C -0.7243 -0.1539 -1.2679 -1.33 1.66 -0.89
N -0.2838 -1.3915 -1.5303 0.34 -0.79 -0.28
C 0.4382 -2.0396 -0.4460 -0.02 -0.24 -0.01
C 0.6330 -0.9219 0.5681 -0.20 -0.11 0.43
C 1.3626 0.2839 0.1026 0.00 0.32 -0.05
C -0.1615 0.2680 0.0628 -0.07 0.11 -0.51
C -0.9532 1.1809 0.8921 0.60 4.00 2.98
N -1.6359 1.1469 1.9254 -0.06 1.90 0.77
H -0.5097 -1.8551 -2.4023 0.02 0.21 0.29
H -0.1563 -2.8605 -0.0220 0.15 0.17 -0.03
H 1.3939 -2.4475 -0.8022 -0.16 0.09 0.14
H 0.6250 -1.1634 1.6295 0.02 0.05 -0.32
H 1.7952 0.9305 0.8648 -0.10 -0.18 -0.20
H 1.8862 0.2606 -0.8551 -0.16 0.01 0.26
O -0.5778 2.8522 0.9823 1.54 -3.01 -3.65
H -0.1821 2.9762 0.0917 -0.17 1.11 0.61
H -1.4848 2.4023 2.1812 -1.36 -4.46 -0.35
```
Positions in Å, forces in eV/Å.

## Properties
energy relative to the best compared isomer or geometry (same formula, charge and spin)	3.7289	eV
LUMO	0.6	eV
HOMO-LUMO gap	10.461	eV
HOMO energy	-9.859	eV
max |F|	5.0	eV Å⁻¹

---

Record 4
DFT (wB97M-V/def2-TZVPD) results for a 2-piece molecular cluster, C3H7N2S overall.

Structure (XYZ):
```
13
Properties=species:S:1:pos:R:3:forces:R:3
C 1.3295 -0.8134 -0.3778 0.52 -0.19 -0.92
C -2.8562 0.6738 -0.3372 -1.09 -3.20 0.88
C -2.3850 -0.4877 0.3460 2.55 -0.64 -0.04
N 2.5976 -0.4291 -0.0751 -1.53 0.70 0.91
N 0.2380 -0.2261 0.0233 0.12 -1.53 -1.25
S -2.8920 -1.0285 -1.0787 -0.56 -0.37 -0.07
H -3.7852 0.9676 -0.0610 -2.69 1.34 0.53
H -2.1813 1.2944 -0.7040 2.85 2.95 -1.68
H 1.4006 -1.6737 -1.1332 -1.12 1.08 1.20
H 3.4112 -0.9954 -0.1920 0.10 -0.43 -0.28
H 2.5540 0.1206 0.7625 0.88 0.48 0.22
H -1.4908 -0.7152 0.9681 -1.12 -0.35 0.17
H 0.2501 0.6311 0.5522 1.11 0.15 0.33
```
Positions in Å, forces in eV/Å.

## Properties
energy relative to the best compared isomer or geometry (same formula, charge and spin)	3.9857	eV
LUMO	-6.2	eV
HOMO-LUMO gap	7.271	eV
total charge	+1
HOMO energy	-13.469	eV
max |F|	4.4	eV Å⁻¹

---

Record 5
DFT (wB97M-V/def2-TZVPD) results for a single C4H9NO3 molecule.

Structure (XYZ):
```
17
Properties=species:S:1:pos:R:3:forces:R:3
C -1.6255 0.3198 1.2320 -2.19 1.26 2.01
C -1.2211 0.3403 -0.2307 -3.26 -0.51 -0.08
O -1.3101 1.5640 -0.9535 1.94 -0.30 0.77
C -0.0783 -0.5697 -0.5006 2.74 1.01 0.25
N -0.1117 -1.9324 -0.0578 0.08 -1.26 -1.19
C 1.2319 0.0529 0.0253 0.63 4.79 -0.37
O 1.2990 1.3209 0.0700 0.36 -4.23 -0.05
O 2.2692 -0.7790 0.2560 -2.21 0.46 0.51
H -0.9371 0.5580 2.0392 0.81 0.06 -0.42
H -2.5255 0.9896 1.5508 1.43 -0.80 -1.31
H -2.0451 -0.6595 1.4929 0.26 -0.11 -0.20
H -2.0486 -0.2039 -0.6892 -0.27 -0.23 -0.07
H -0.4037 1.9318 -0.8612 -0.58 0.24 -0.01
H 0.1263 -0.4896 -1.5606 -0.16 -0.44 -0.56
H -0.7545 -2.1451 0.6756 -0.45 0.05 0.32
H -0.2310 -2.5917 -0.8402 -0.06 0.47 0.79
H 1.6947 -1.5699 0.4625 0.93 -0.45 -0.39
```
Positions in Å, forces in eV/Å.

## Properties
energy relative to the best compared isomer or geometry (same formula, charge and spin)	1.5233	eV
LUMO	0.5	eV
HOMO-LUMO gap	10.448	eV
HOMO energy	-9.994	eV
max |F|	4.8	eV Å⁻¹
SMILES string	C[C@@H](O)[C@H](N)C(=O)O

---

Record 6
DFT (wB97M-V/def2-TZVPD) results for a single C6H15N molecule.

Structure (XYZ):
```
22
Properties=species:S:1:pos:R:3:forces:R:3
C -0.1783 -3.2125 -0.8467 -1.31 -0.52 -0.73
C 0.1157 -2.0544 0.0805 -0.46 0.84 0.88
C -0.3148 -0.6837 -0.4670 0.36 -0.68 -1.24
C 0.0596 0.5733 0.3306 -0.15 -2.65 1.75
C -1.0672 0.9706 1.3388 1.06 2.29 -1.00
N 0.5554 1.5508 -0.6019 -1.07 1.58 0.24
C 0.9588 2.8199 0.0255 0.45 -0.12 0.09
H -0.8315 -3.0059 -1.7091 0.94 1.02 -0.43
H -0.9316 -3.9469 -0.5022 1.15 -0.23 1.00
H 0.7685 -3.6333 -1.1609 -0.27 -0.62 -0.30
H 1.1841 -1.9451 0.2691 0.11 -0.37 0.00
H -0.3351 -2.2752 1.0555 -0.01 0.31 0.00
H -1.3479 -0.7802 -0.8434 -0.08 0.56 0.68
H 0.2365 -0.5862 -1.4099 0.10 -0.04 0.00
H 0.9068 0.3362 1.0175 -0.14 -0.20 -0.75
H -1.6442 1.7082 0.7562 -0.34 -0.04 0.61
H -0.5319 1.4892 2.1391 -0.44 0.36 0.07
H -1.7432 0.3085 1.8451 -0.01 -1.07 -0.41
H -0.2608 1.8346 -1.1501 0.23 -0.35 -0.37
H 1.1730 3.5354 -0.7751 -0.02 -0.04 0.27
H 1.8596 2.6883 0.6273 0.19 -0.16 -0.19
H 0.2323 3.2397 0.7229 -0.30 0.13 -0.16
```
Positions in Å, forces in eV/Å.

## Properties
energy relative to the best compared isomer or geometry (same formula, charge and spin)	1.4939	eV
LUMO	1.1	eV
HOMO-LUMO gap	10.282	eV
HOMO energy	-9.137	eV
max |F|	3.2	eV Å⁻¹
SMILES string	CCC[C@H](C)NC

---

Q: Which value of max |F| does entry 6 give?
A: 3.2 eV Å⁻¹

---

Q: What is the max |F| in the sixth record?
A: 3.2 eV Å⁻¹